The following is a DFT calculation (the ωB97M-V functional and the def2-TZVPD basis) of a structure of composition C18H22F5IrN14OTe in a non-equilibrium geometry.

Output
Energy relative to the best compared isomer or geometry (same formula, charge and spin): 28.0 kJ/mol
2S+1: 2
⟨S²⟩: 0.756
E: -65644.929 eV
Charge: +1
Kohn-Sham gap (spin up / spin down): 7.780 / 6.154 eV
HOMO energy (spin up / spin down): -11.49 / -11.49 eV

XYZ file:
```
62
Properties=species:S:1:pos:R:3:lowdin_charge:R:1
Ir -0.2851 -0.8100 -0.2858 1.43
N 1.2859 -3.4205 -1.7938 0.17
C 0.6605 -3.5924 -0.5785 -0.42
N 0.7947 -4.6659 0.1801 0.09
N 0.1011 -4.3986 1.2958 0.00
N -0.4233 -3.2332 1.2305 -0.14
N -0.1357 -2.7071 0.0154 -0.14
C 1.8353 -2.1760 -2.0340 -0.46
N 2.7971 -1.8385 -2.8628 0.07
N 2.8813 -0.4926 -2.7547 -0.05
N 2.0234 -0.0463 -1.8959 -0.07
N 1.3580 -1.1024 -1.4084 -0.17
H 1.7928 -4.2302 -2.1197 0.16
N -3.3371 -1.6065 -0.6632 0.15
C -2.6673 -1.6635 -1.8684 -0.27
C -3.2732 -2.3207 -2.9373 0.02
C -2.6656 -2.2909 -4.1702 -0.02
C -1.4829 -1.5760 -4.3348 -0.03
C -0.9158 -0.9930 -3.2308 -0.09
N -1.4702 -1.0776 -1.9977 -0.03
C -3.2524 -0.6537 0.3171 -0.31
C -4.3765 -0.3635 1.0859 0.01
C -4.2770 0.5915 2.0690 -0.01
C -3.0866 1.2819 2.2651 0.01
C -2.0039 0.9410 1.4913 -0.46
N -2.0780 -0.0420 0.5459 -0.02
H -4.1815 -2.1549 -0.6277 0.16
H -4.2184 -2.8249 -2.7854 0.13
H -3.1200 -2.8010 -5.0089 0.13
H -0.9962 -1.4880 -5.2945 0.12
H 0.0115 -0.4469 -3.2950 0.10
H -5.3023 -0.8940 0.9124 0.13
H -5.1364 0.8159 2.6867 0.13
H -2.9769 2.0470 3.0191 0.14
H -0.4190 1.2002 2.4967 0.06
F -2.3596 -1.0809 4.4852 -0.42
Te -1.2030 -1.4992 3.0855 2.02
F -2.7147 -2.5764 2.5783 -0.49
F 0.8072 -0.6500 1.3141 -0.55
F -0.3156 -2.6889 4.1825 -0.40
F -0.1820 0.1572 3.8407 -0.54
O -0.7964 1.5034 1.6261 0.01
C 3.4390 2.1496 0.0393 -0.07
C 4.9184 2.5410 0.6148 -0.07
N 5.1364 1.7651 1.7970 -0.13
C 5.2247 0.3678 1.4967 -0.06
C 3.8201 -0.0696 0.7938 -0.08
N 2.9868 1.0816 0.8627 -0.13
C 2.7154 1.4824 2.2014 -0.08
C 4.1373 2.0215 2.7884 -0.07
H 3.5166 1.8322 -0.9962 0.11
H 2.7720 3.0040 0.1297 0.13
H 4.9396 3.6048 0.8387 0.13
H 5.6669 2.2994 -0.1358 0.13
H 5.3612 -0.2033 2.4115 0.13
H 6.0407 0.1703 0.8058 0.13
H 3.3749 -0.8934 1.3458 0.13
H 3.9937 -0.3460 -0.2435 0.11
H 2.3559 0.6407 2.7867 0.12
H 1.9856 2.2886 2.2208 0.13
H 4.3612 1.4883 3.7090 0.13
H 4.0668 3.0891 2.9827 0.13
```